(1)
Density functional theory data (ωB97M-V/def2-TZVPD) for C17H39OP3ReS as an isolated structure.

Each line ends with the Mulliken charge.
Atoms and positions in Å:
H1 1.553 3.754 1.008  0.329
C1 0.286 1.153 3.478  -1.248
H2 -3.350 -1.245 -0.716  0.386
H3 2.456 -6.652 -2.846  0.479
H4 -4.500 1.848 -1.014  0.303
C2 1.129 -5.056 -2.206  -0.703
C3 3.074 -4.501 -0.264  -0.450
C4 1.901 -3.697 -0.335  0.662
P1 -1.732 -0.741 1.024  1.191
H5 0.944 4.416 -1.738  0.472
H6 -3.553 0.876 1.031  0.148
H7 -2.146 1.865 -2.866  0.384
H8 -2.767 0.765 2.635  0.340
H9 -1.288 4.618 -1.404  0.584
H10 1.522 3.072 -2.761  0.517
C5 -1.406 3.761 -0.730  -1.173
H11 -3.880 -0.535 2.125  0.554
H12 3.800 -4.261 0.509  0.480
H13 0.380 -5.252 -2.974  0.452
H14 1.999 3.154 -1.046  0.420
H15 0.611 -1.610 -1.857  -0.086
H16 -2.134 -1.995 3.071  0.469
H17 3.151 1.543 2.850  0.501
H18 0.084 3.774 2.006  0.375
C6 2.298 -5.833 -2.140  -0.238
C7 2.717 1.016 1.990  -1.222
C8 -3.123 0.180 1.777  -1.038
C9 -2.566 -1.814 -0.199  -1.160
S1 1.708 -2.384 0.699  0.154
H19 -2.457 3.414 -0.736  0.284
C10 -1.100 2.174 -2.986  -1.419
H20 1.677 3.598 2.776  0.548
H21 -1.136 4.057 0.289  0.353
H22 -1.072 3.131 -3.522  0.487
C11 -1.287 -1.906 2.373  -1.235
C12 1.078 3.326 1.897  -1.357
H23 0.375 0.092 3.728  0.319
H24 2.807 -0.067 2.138  0.337
H25 -1.044 -2.890 1.954  0.422
P2 -0.329 2.391 -1.339  1.198
O1 -3.987 2.288 -0.318  -0.700
H26 -1.292 1.611 0.393  -0.101
H27 2.180 1.070 -1.835  0.463
C13 0.910 -4.030 -1.295  0.152
C14 1.808 0.148 -1.375  -0.727
C15 3.259 -5.551 -1.154  -0.644
H28 3.274 1.281 1.085  0.395
H29 -0.572 1.426 -3.583  0.477
H30 0.130 -0.111 -2.783  0.116
H31 -4.630 2.790 0.214  0.307
P3 0.959 1.494 1.805  1.086
H32 0.854 1.740 4.213  0.515
C16 0.647 -0.521 -1.915  -0.194
H33 -3.017 -2.679 0.306  0.522
Re1 -0.087 0.525 0.060  0.446
H34 -1.843 -2.173 -0.944  0.159
H35 4.160 -6.159 -1.084  0.448
H36 -0.022 -3.463 -1.293  0.267
H37 -0.771 1.443 3.534  0.350
C17 1.186 3.345 -1.754  -1.672
H38 -0.411 -1.556 2.929  0.177
H39 2.583 -0.456 -0.887  0.338

Results
Net charge = +4
<S²> = 3.77
Multiplicity = 4
HOMO level (alpha / beta) = -20.68 / -22.04 eV
Maximum force = 0.10275 hartree/bohr
Energy = -2245.19544 Eh
Kohn-Sham gap (alpha / beta) = 4.852 / 6.240 eV
Relative energy (zero: lowest compared OMol25 entry of this formula, charge and spin) = 40.9 kcal per mole

=====

(2)
Density functional theory data (ωB97M-V/def2-TZVPD) for one molecule with the formula C15H17N3O5.

Each line ends with the Mulliken charge.
Atoms and positions in Å:
C1 -3.730 0.709 -0.580  0.112
O1 3.217 0.838 0.920  -0.346
C2 3.548 -3.908 -0.257  -0.277
O2 4.753 -3.966 -0.245  -0.520
H1 2.938 -4.803 -0.494  0.306
C3 4.624 0.953 1.022  -0.339
H2 5.004 0.261 1.785  0.403
O3 -2.720 -1.271 -0.205  -0.607
C4 2.687 -0.370 0.608  0.650
H3 -0.590 1.782 -1.159  0.533
H4 -1.117 0.084 -1.203  0.344
H5 -1.566 3.813 -2.028  0.319
H6 4.465 2.630 2.356  0.327
H7 -1.233 0.008 1.254  0.463
C5 -2.116 3.907 -1.093  -1.360
C6 -0.739 0.866 0.787  -0.506
C7 1.270 -0.417 0.558  1.101
O4 -4.870 -1.192 -0.341  -0.627
H8 -2.726 4.804 -1.134  0.360
N1 -4.330 2.831 -0.873  -0.686
C8 4.940 2.389 1.409  -1.450
H9 -1.400 3.994 -0.277  0.331
H10 -5.840 1.371 -0.623  0.488
H11 0.854 -3.665 -0.267  0.401
C9 -4.794 1.591 -0.684  -0.468
C10 -3.013 2.747 -0.894  0.920
C11 0.629 -1.605 0.240  -0.637
N2 -3.774 -0.670 -0.365  0.991
N3 -2.586 1.473 -0.724  0.283
C12 1.366 -2.747 -0.024  -1.293
O5 0.658 0.765 0.855  -0.425
C13 3.406 -1.515 0.340  -0.355
H12 6.014 2.518 1.504  0.415
H13 5.093 0.706 0.059  0.391
H14 4.563 3.070 0.651  0.325
C14 -1.217 1.033 -0.671  -1.007
C15 2.753 -2.713 0.022  0.107
H15 -0.986 1.770 1.354  0.376
H16 -0.447 -1.665 0.196  0.388
H17 4.484 -1.530 0.364  0.567

Results
HOMO level = -8.58 eV
Maximum force = 0.02877 hartree/bohr
Energy = -1122.15092 Eh
Kohn-Sham gap = 7.933 eV
Relative energy (zero: lowest compared OMol25 entry of this formula, charge and spin) = 134.0 kcal per mole

=====

(3)
Density functional theory data (ωB97M-V/def2-TZVPD) for a 2-piece molecular cluster, C5H13N2O overall.

Each line ends with the Mulliken charge.
Atoms and positions in Å:
C1 2.144 0.075 -0.736  -0.266
H1 -1.146 2.235 0.058  0.419
N1 -0.805 -0.324 0.282  0.169
H2 0.262 2.715 0.548  0.364
C2 -1.663 -0.179 -0.906  -0.743
C3 -0.842 -1.531 1.056  -0.816
H3 -1.873 -1.847 0.773  0.337
H4 2.750 0.720 -0.116  0.374
C4 -0.069 1.915 0.017  -1.309
H5 -0.996 -0.167 -1.826  0.344
H6 0.364 1.872 -0.971  0.308
H7 -2.187 0.763 -1.046  0.333
H8 -0.784 -1.450 2.170  0.356
H9 1.207 -0.430 1.521  0.597
N2 1.874 -1.045 -0.235  -0.536
H10 -2.353 -1.063 -0.835  0.218
C5 0.058 0.587 0.645  0.345
H11 -0.226 -2.424 0.676  0.346
H12 2.079 0.599 -1.779  0.344
H13 1.250 -1.480 -0.875  0.214
O1 0.956 0.458 1.579  -0.400

Results
Net charge = +1
HOMO level = -14.97 eV
Maximum force = 0.07275 hartree/bohr
Energy = -382.72285 Eh
Kohn-Sham gap = 11.200 eV
Relative energy (zero: lowest compared OMol25 entry of this formula, charge and spin) = 87.1 kcal per mole

=====

(4)
Density functional theory data (ωB97M-V/def2-TZVPD) for one molecule with the formula C20H20N8O4.

Each line ends with the Mulliken charge.
Atoms and positions in Å:
H1 -0.107 -1.577 -1.209  0.413
C1 1.977 -0.241 -0.192  0.460
H2 1.125 2.411 -3.841  0.383
C2 -0.540 -0.403 -2.931  -0.761
H3 -3.749 -1.889 8.491  0.453
H4 -3.400 1.555 -5.499  0.294
C3 -5.479 -1.353 6.098  -1.211
C4 -0.704 2.055 -5.612  -0.603
N1 6.346 -0.268 0.409  -0.375
H5 7.334 -0.445 0.437  0.243
C5 -1.722 2.053 -6.749  -0.593
N2 3.339 -0.280 -0.086  0.617
O1 -0.827 -0.445 1.004  -0.611
O2 5.352 -0.011 -2.883  -0.142
H6 0.199 -1.404 5.460  0.335
H7 -3.205 3.288 -5.776  0.306
N3 6.337 -0.112 -1.956  -0.562
N4 4.141 -0.045 -2.328  -0.216
C6 -1.913 -1.410 5.829  0.315
N5 0.214 -0.900 2.991  0.372
H8 -5.715 -0.387 5.654  0.302
C7 -3.135 2.305 -6.238  -1.131
H9 -1.367 -1.014 -3.254  0.428
N6 -0.892 -1.014 3.732  -0.933
C8 1.568 1.206 -2.151  -0.742
C9 4.320 -0.163 -1.043  0.726
H10 2.373 1.853 -1.839  0.478
N7 3.695 -0.587 1.178  -1.147
H11 0.316 1.993 -6.017  0.416
H12 -1.131 -1.839 7.832  0.428
H13 -0.797 2.980 -5.027  0.408
C10 -0.777 -1.272 4.974  0.046
C11 -0.208 0.721 -3.695  0.826
O3 -0.967 0.932 -4.793  -0.352
C12 0.166 -0.713 -1.794  -0.499
C13 -4.022 -1.451 6.367  0.503
C14 -3.331 -1.706 7.522  -0.523
O4 -3.169 -1.272 5.347  -0.327
C15 0.851 1.529 -3.285  -0.349
C16 -1.966 -1.681 7.179  -0.647
C17 1.548 -0.549 1.099  0.616
H14 1.137 -1.020 3.420  0.458
H15 -3.849 2.257 -7.056  0.352
C18 5.749 -0.208 -0.789  0.356
H16 -6.036 -1.471 7.022  0.329
H17 -1.438 2.823 -7.469  0.372
H18 -1.679 1.084 -7.247  0.278
H19 -5.785 -2.125 5.393  0.292
H20 5.759 -0.516 1.193  0.264
C19 0.179 -0.619 1.651  -0.238
C20 1.241 0.084 -1.396  0.418
N8 2.644 -0.740 1.873  -0.529

Results
HOMO level = -7.84 eV
Maximum force = 0.04001 hartree/bohr
Energy = -1513.01639 Eh
Kohn-Sham gap = 7.771 eV
Relative energy (zero: lowest compared OMol25 entry of this formula, charge and spin) = 1.3 kcal per mole

=====

(5)
Density functional theory data (ωB97M-V/def2-TZVPD) for one molecule with the formula C3H4S2.

Each line ends with the Mulliken charge.
Atoms and positions in Å:
H1 2.536 -1.571 0.457  0.251
H2 -2.015 -1.107 -0.619  0.336
S1 2.868 0.750 -0.257  -0.228
C1 -1.489 0.958 0.078  -0.596
C2 -1.420 -0.304 -0.277  -0.110
S2 0.319 -1.202 -0.098  -0.151
H3 -2.349 1.643 0.229  0.229
C3 2.212 -0.597 0.026  0.006
H4 -0.663 1.431 0.461  0.263

Results
HOMO level = -8.78 eV
Maximum force = 0.09517 hartree/bohr
Energy = -912.96018 Eh
Kohn-Sham gap = 8.372 eV
Relative energy (zero: lowest compared OMol25 entry of this formula, charge and spin) = 62.9 kcal per mole

=====

(6)
Density functional theory data (ωB97M-V/def2-TZVPD) for an isolated ion of composition C5H10NO and charge +1.

Each line ends with the Mulliken charge.
Atoms and positions in Å:
H1 1.761 -1.239 0.279  0.312
H2 -1.154 0.994 -0.956  0.270
O1 0.674 2.767 0.543  -0.444
H3 -0.908 -2.029 -0.806  0.317
H4 -0.641 -0.344 1.707  0.339
H5 -0.157 -2.392 0.750  0.341
C1 -0.473 0.798 -0.127  -0.011
C2 -0.334 -1.611 0.016  -0.496
H6 1.601 0.841 -0.135  0.398
H7 1.364 -1.522 -1.451  0.349
C3 1.026 -1.104 -0.508  -0.609
N1 0.845 0.408 -0.674  -0.098
H8 1.029 0.684 -1.637  0.359
H9 -2.061 -0.443 0.650  0.376
C4 -0.341 2.131 0.578  -0.011
H10 -1.250 2.450 1.102  0.382
C5 -0.981 -0.390 0.669  -0.775

Results
Net charge = +1
HOMO level = -14.87 eV
Maximum force = 0.02874 hartree/bohr
Energy = -326.25419 Eh
Kohn-Sham gap = 11.378 eV
Relative energy (zero: lowest compared OMol25 entry of this formula, charge and spin) = 17.3 kcal per mole

=====

Question: Number 3 is which compound?
Answer: C5H13N2O

=====

Question: Which formula does entry 5 have?
Answer: C3H4S2

=====

Question: relative energy (zero: lowest compared OMol25 entry of this formula, charge and spin) of number 4 (C20H20N8O4)?
Answer: 1.3 kcal per mole

=====

Question: Which of these has the lowest relative energy (zero: lowest compared OMol25 entry of this formula, charge and spin)?
Answer: C20H20N8O4